Entry P
The molecule C10H12S. Source: OMol25; level of theory: ωB97M-V/def2-TZVPD.

Each line ends with the Löwdin charge.
Atoms and positions in Å:
H  -0.696  3.372  2.612  0.10
C  -0.582  2.545  0.642  -0.08
C  -0.426  1.397  -0.111  -0.04
H  -0.386  1.186  3.719  0.10
H  1.541  -0.252  -1.553  0.09
H  1.514  -2.016  -1.485  0.08
C  1.355  -1.108  -0.906  -0.06
C  -0.068  -1.048  -0.375  -0.48
C  -0.404  1.248  2.641  -0.08
S  -1.689  -3.280  0.783  0.72
H  -0.707  3.496  0.145  0.10
H  -2.105  -1.252  -1.029  0.06
C  -0.574  2.475  2.024  -0.09
C  -0.252  0.098  1.884  -0.03
C  -1.114  -1.171  -1.472  -0.10
C  -0.271  0.155  0.497  -0.21
C  -0.276  -2.589  0.537  -0.57
H  2.075  -1.078  -0.091  0.09
H  -0.930  -2.062  -2.070  0.08
H  -1.101  -0.309  -2.133  0.07
H  0.663  -3.001  0.876  0.04
H  -0.123  -0.856  2.376  0.10
H  -0.420  1.479  -1.188  0.11

**LUMO energy**: -0.14 eV
**Frontier orbital gap**: 8.403 eV
**2S+1**: 1
**Net charge**: 0


Entry Q
The molecule C10H12S. Source: OMol25; level of theory: ωB97M-V/def2-TZVPD.

Each line ends with the Löwdin charge.
Atoms and positions in Å:
H  -1.609  -1.303  1.517  0.07
C  -0.051  0.173  -0.076  -0.23
H  4.262  0.661  -0.933  -0.04
C  3.194  0.606  -0.901  -0.40
H  2.575  1.024  -1.727  0.02
S  2.730  -0.243  0.455  1.01
C  -0.809  -1.163  2.279  -0.12
C  -1.721  -0.285  -1.696  -0.12
H  -0.724  -1.824  -0.616  0.12
C  -0.027  1.471  -0.641  -0.06
C  -1.017  1.927  -1.508  -0.10
C  1.094  -0.370  0.699  -0.54
H  -0.946  -0.165  2.649  0.06
C  0.689  -1.278  1.891  -0.28
H  -1.214  2.984  -1.708  0.11
H  1.196  -0.949  2.747  0.07
H  -2.315  -1.107  -2.083  0.11
H  0.580  2.231  -0.085  0.13
H  0.828  -2.380  1.845  0.11
H  -2.901  1.512  -2.480  0.13
C  -0.787  -0.783  -0.860  -0.05
C  -1.990  1.047  -1.952  -0.09
H  -1.038  -1.787  3.182  0.09

**LUMO energy (spin up / spin down)**: 0.18 / 0.12 eV
**Frontier orbital gap (spin up / spin down)**: 7.188 / 7.234 eV
**2S+1**: 1
**Net charge**: 0


Among the structures above, stability is smallest for entry Q.